C59H54NO2P2S4Tl as an isolated structure in a non-equilibrium geometry, computed with ωB97M-V/def2-TZVPD.

```
123
Properties=species:S:1:pos:R:3:forces:R:3:mulliken_charge:R:1
Tl -0.218 0.396 0.419 0.4 0.7 0.4 1.51
C -3.174 1.964 -5.418 0.3 -0.1 -0.1 -0.69
C -2.899 3.220 -4.585 0.0 -0.2 0.4 -0.90
S -2.278 3.099 -2.871 0.0 0.0 -0.2 0.10
C -3.524 2.056 -2.062 0.5 0.0 -0.3 -0.87
C -3.429 0.580 -2.442 0.1 0.0 -0.1 -0.75
S -1.720 -0.061 -2.563 -0.3 0.0 0.0 0.74
C -2.094 -1.379 -3.758 0.0 0.3 0.1 -0.24
C -2.520 -0.829 -5.140 0.2 0.3 0.0 -1.27
S -1.796 0.769 -5.651 -0.1 0.0 0.0 -0.01
H -3.419 2.308 -6.423 -0.1 0.0 0.0 0.56
H -4.035 1.414 -5.046 0.0 0.1 -0.1 0.32
H -3.822 3.801 -4.548 0.0 0.1 -0.1 0.49
H -2.136 3.827 -5.067 0.0 0.1 -0.1 0.42
H -4.506 2.450 -2.327 -0.1 -0.1 0.2 0.68
H -3.360 2.191 -0.991 -0.1 0.0 0.0 0.05
H -3.880 0.429 -3.419 0.1 -0.1 0.1 0.46
H -3.959 -0.048 -1.729 -0.1 0.2 -0.3 -0.34
H -2.893 -2.001 -3.355 0.1 -0.1 0.0 0.50
H -1.188 -1.977 -3.825 0.0 0.0 0.0 -0.20
H -3.602 -0.726 -5.201 0.0 -0.1 0.0 0.55
H -2.225 -1.536 -5.914 -0.1 -0.1 0.0 0.49
O 3.700 0.157 0.459 0.0 -0.1 -0.1 0.44
C 4.373 -0.148 1.617 0.1 0.0 0.5 -0.04
C 5.639 -0.717 1.694 0.0 -0.1 -0.2 -1.16
C 6.220 -0.912 2.937 0.0 0.0 0.0 -0.89
C 5.554 -0.541 4.097 0.0 0.0 0.1 -1.00
C 4.252 -0.083 4.013 0.1 0.0 0.0 0.30
C 3.644 0.086 2.773 -0.2 0.0 -0.3 0.74
P 1.834 0.339 2.651 0.1 0.2 0.5 1.40
C 1.385 -0.958 3.860 -0.2 0.0 -0.1 0.56
C 1.944 -2.219 3.628 0.0 0.0 0.0 -1.10
C 1.660 -3.282 4.467 0.0 0.0 0.0 -0.67
C 0.810 -3.102 5.550 0.0 0.0 0.0 -0.84
C 0.241 -1.858 5.776 -0.1 -0.1 0.1 -0.95
C 0.511 -0.792 4.929 0.0 0.0 -0.1 -0.44
C 1.633 1.965 3.453 -0.1 -0.1 0.0 1.36
C 1.694 2.172 4.830 0.0 0.1 0.0 -0.78
C 1.644 3.460 5.341 0.0 0.0 0.1 -0.93
C 1.548 4.550 4.488 0.0 0.0 0.0 -0.76
C 1.495 4.353 3.116 0.0 0.0 0.0 -0.48
C 1.533 3.067 2.605 0.0 -0.1 0.1 -0.29
C 4.348 0.429 -0.709 0.1 0.1 -0.4 0.10
C 5.682 0.806 -0.824 0.1 0.1 0.1 -1.03
C 6.235 1.008 -2.076 0.0 0.0 0.0 -0.86
C 5.470 0.847 -3.222 -0.1 0.0 -0.1 -1.27
C 4.121 0.577 -3.099 0.0 0.0 0.0 -0.21
C 3.548 0.390 -1.843 -0.1 -0.2 0.5 1.33
P 1.715 0.349 -1.768 -0.3 -0.1 0.1 -0.13
C 1.486 1.970 -2.550 -0.4 -0.1 0.1 1.60
C 1.611 3.037 -1.659 -0.1 -0.2 0.1 -0.35
C 1.696 4.336 -2.123 0.0 0.1 0.0 -0.53
C 1.651 4.582 -3.489 0.0 0.0 0.0 -0.87
C 1.504 3.526 -4.374 0.0 0.0 -0.1 -0.88
C 1.423 2.220 -3.913 -0.1 0.1 0.0 -0.15
C 1.326 -1.162 -2.701 -0.2 0.1 0.1 1.81
C 1.039 -2.274 -1.907 0.0 0.1 -0.1 -0.70
C 0.912 -3.532 -2.472 0.0 -0.1 0.0 -0.57
C 1.048 -3.689 -3.845 0.0 0.0 0.0 -0.84
C 1.289 -2.581 -4.644 0.1 0.0 -0.1 -1.06
C 1.440 -1.322 -4.081 -0.1 0.0 0.0 -0.55
H 6.163 -1.031 0.804 0.0 0.0 0.0 0.73
H 7.200 -1.365 2.997 0.0 0.0 0.0 0.44
H 6.031 -0.648 5.061 0.0 0.0 0.0 0.47
H 3.694 0.121 4.917 0.0 0.0 0.0 0.33
H 2.627 -2.359 2.797 0.0 0.0 0.0 0.42
H 2.116 -4.248 4.292 0.0 0.0 0.0 0.48
H 0.596 -3.928 6.216 0.0 0.0 0.0 0.45
H -0.420 -1.717 6.622 0.0 0.0 0.0 0.50
H 0.048 0.168 5.118 0.0 0.0 0.0 0.45
H 1.790 1.337 5.511 0.0 0.0 0.0 0.35
H 1.697 3.614 6.411 0.0 0.0 0.0 0.47
H 1.524 5.554 4.891 0.0 0.0 0.0 0.43
H 1.425 5.202 2.448 0.0 0.0 0.0 0.52
H 1.502 2.908 1.532 0.0 0.1 0.0 -0.12
H 6.287 0.973 0.054 0.0 0.0 0.0 0.73
H 7.274 1.297 -2.157 0.0 0.0 0.0 0.44
H 5.910 0.976 -4.201 0.0 0.0 0.0 0.48
H 3.503 0.527 -3.985 0.1 0.0 0.0 0.37
H 1.664 2.835 -0.592 0.1 0.1 0.0 0.01
H 1.816 5.156 -1.428 0.0 0.0 0.0 0.52
H 1.746 5.594 -3.861 0.0 0.0 0.0 0.42
H 1.469 3.708 -5.442 0.0 0.0 0.0 0.52
H 1.310 1.419 -4.623 -0.1 0.0 -0.1 0.00
H 0.929 -2.148 -0.833 0.1 -0.1 0.0 0.31
H 0.719 -4.394 -1.846 0.0 0.0 0.0 0.54
H 0.967 -4.671 -4.291 0.0 0.0 0.0 0.42
H 1.373 -2.695 -5.717 0.0 0.0 0.0 0.50
H 1.626 -0.479 -4.730 0.0 -0.1 0.0 0.15
S -2.751 2.114 3.881 0.2 -0.2 -0.3 -0.28
C -2.335 3.476 2.937 -0.1 0.0 0.1 -0.61
C -1.647 3.143 1.810 0.1 0.1 -0.2 -1.18
C -1.453 1.749 1.732 0.6 -0.9 -0.7 0.06
C -1.991 1.031 2.753 -0.2 0.5 0.3 1.08
C -2.030 -0.421 2.911 -0.1 -0.3 0.1 0.72
C -2.895 -1.038 3.812 0.1 0.1 0.0 -0.95
C -2.932 -2.418 3.884 0.1 0.0 -0.1 -1.34
C -2.091 -3.156 3.063 0.0 0.0 0.1 -1.00
C -1.254 -2.474 2.201 0.1 -0.1 -0.1 -0.71
N -1.229 -1.146 2.117 0.1 0.2 -0.2 0.98
H -2.618 4.462 3.269 0.0 0.0 0.0 0.52
H -1.306 3.860 1.078 0.0 0.0 0.0 0.54
H -3.534 -0.432 4.440 0.0 0.0 0.0 0.58
H -3.608 -2.913 4.568 0.0 0.0 0.0 0.51
H -2.080 -4.236 3.093 0.0 0.0 0.0 0.59
H -0.576 -3.011 1.549 0.0 0.0 0.0 0.25
C -5.161 -0.443 1.009 0.0 0.1 0.0 -2.20
C -3.938 -1.002 0.336 -0.1 0.1 0.2 0.47
O -2.934 -0.312 0.232 -0.3 -0.3 0.2 0.01
C -3.986 -2.385 -0.195 0.2 -0.2 -0.1 1.26
C -2.823 -2.931 -0.747 0.0 0.0 0.1 0.48
C -2.833 -4.197 -1.302 0.0 0.0 0.0 -1.23
C -4.007 -4.940 -1.304 -0.1 0.0 -0.1 -0.62
C -5.164 -4.415 -0.746 -0.1 -0.1 0.0 -1.03
C -5.158 -3.144 -0.194 0.1 0.1 0.0 -0.68
H -4.977 0.587 1.309 0.1 0.0 0.0 0.27
H -5.399 -1.038 1.893 -0.1 0.0 0.0 0.43
H -6.025 -0.471 0.345 0.0 0.0 0.0 0.57
H -1.922 -2.332 -0.753 0.0 0.0 0.0 0.45
H -1.932 -4.605 -1.743 0.0 0.0 0.0 0.41
H -4.028 -5.923 -1.756 0.0 0.0 0.0 0.48
H -6.076 -4.996 -0.738 0.0 0.0 0.0 0.43
H -6.074 -2.748 0.223 0.0 0.0 0.0 0.49
```
Forces are in eV/Å.

Computed properties:
Charge: +2
ΔE to the lowest compared entry with this formula, charge and spin in kcal per mole: 45.3